Entry from the Open Molecules 2025 dataset: one molecule with the formula C2H2BrN at a distorted geometry (ωB97M-V with the def2-TZVPD basis set).

```
6
Properties=species:S:1:pos:R:3:nbo_charge:R:1
C 4.073 0.987 -0.885 -0.180
C 0.620 -1.021 0.109 -0.177
N 1.074 0.043 -0.314 -0.358
Br 3.351 -0.156 0.157 0.383
H -0.437 -1.190 0.139 0.180
H 1.169 -1.807 0.524 0.152
```

Values from the calculation:
HOMO energy (spin up / spin down) = -8.80 / -8.03 eV
Relative energy (zero: lowest compared OMol25 entry of this formula, charge and spin) = 672.3 kJ/mol
HOMO-LUMO gap (spin up / spin down) = 0.3046 / 0.2600 Eh